1.
This record from the OMol25 dataset describes a structure of composition H18O9Xe. The level of theory is wB97M-V/def2-TZVPD.

Structure (XYZ):
```
28
H18O9Xe (wB97M-V/def2-TZVPD)
Xe 0.1001 0.6205 0.3000
O 1.9692 0.7826 3.8894
O -2.5456 0.0368 -2.0898
O -1.7606 -2.1243 -0.6075
O -0.8034 2.0079 -3.3259
O 0.9111 -2.5494 0.1111
O 2.2452 -0.6794 -2.3650
O 2.6192 -1.2250 2.1589
O -1.0388 4.0137 -0.9443
O -0.7082 0.8258 4.2795
H 2.2188 0.4987 4.7688
H -1.3319 2.4553 -3.9867
H -1.2233 1.4215 3.7354
H -2.0827 -0.6652 -1.6325
H -2.3437 -2.7505 -1.0363
H 1.5347 -0.8813 -1.7562
H 0.1550 -2.1232 -0.2926
H 2.1797 -1.6485 1.4216
H 1.8138 -0.5828 -3.2140
H -1.8601 4.3990 -1.2495
H 1.0946 -3.2991 -0.4550
H 3.5524 -1.3480 1.9848
H 0.1556 0.8107 3.8674
H -2.6820 -0.3022 -2.9745
H 2.1840 0.0384 3.3270
H -1.0305 3.1349 -1.3236
H -1.4053 1.3851 -2.9184
H -1.9174 -2.2521 0.3281
```

Output
Energy relative to the best compared isomer or geometry (same formula, charge and spin): 0.5703 eV
Energy: -27682.2899 eV
Total charge: 0
Frontier orbital gap: 10.108 eV
Max |F|: 0.018 hartree/bohr

Taken from the natural (NBO) analysis, the atomic charges in e are: number 1, Xe, carries 0.010; number 2, O, carries -0.969; number 3, O, carries -0.962; number 4, O, carries -0.967; number 5, O, carries -0.963; number 6, O, carries -0.976; number 7, O, carries -0.935; number 8, O, carries -0.972; number 9, O, carries -0.944; number 10, O, carries -0.971; number 11, H, carries 0.472; number 12, H, carries 0.466; number 13, H, carries 0.457; number 14, H, carries 0.494; number 15, H, carries 0.491; number 16, H, carries 0.463; number 17, H, carries 0.489; number 18, H, carries 0.507; number 19, H, carries 0.468; number 20, H, carries 0.461; number 21, H, carries 0.479; number 22, H, carries 0.479; number 23, H, carries 0.490; number 24, H, carries 0.465; number 25, H, carries 0.500; number 26, H, carries 0.480; number 27, H, carries 0.484; number 28, H, carries 0.503

=====

2.
This record from the OMol25 dataset describes a cluster of 2 separate species, C3H2NO2Se in total in a non-equilibrium geometry. The level of theory is wB97M-V/def2-TZVPD.

Structure (XYZ):
```
9
C3H2NO2Se (wB97M-V/def2-TZVPD)
Se -1.9594 -0.3305 -0.0551
O 0.6890 -1.8506 -0.9714
O 2.2498 -0.8418 0.3782
N 0.2180 2.8474 -0.2801
C -0.0286 1.8060 0.2004
C -0.3017 0.4118 0.5450
C 1.2259 -1.1702 -0.1600
H -1.8414 -1.0831 -1.2541
H -0.2516 0.2110 1.5971
```

Output
Energy relative to the best compared isomer or geometry (same formula, charge and spin): 0.5768 eV
Energy: -74075.1395 eV
Total charge: -1
Frontier orbital gap: 7.138 eV
Max |F|: 0.049 hartree/bohr

Taken from the natural (NBO) analysis, the atomic charges in e are: number 1, Se, carries 0.001; number 2, O, carries -0.625; number 3, O, carries -0.633; number 4, N, carries -0.468; number 5, C, carries 0.277; number 6, C, carries -0.836; number 7, C, carries 0.999; number 8, H, carries 0.065; number 9, H, carries 0.220

=====

3.
This record from the OMol25 dataset describes a structure of composition C30H48LaP2Te in a non-equilibrium geometry. The level of theory is wB97M-V/def2-TZVPD.

Structure (XYZ):
```
82
C30H48LaP2Te (wB97M-V/def2-TZVPD)
La -0.8433 1.4704 1.9694
Te -2.3961 -1.3478 2.9685
P -0.6033 -0.4887 -4.7234
P -0.7146 2.3514 -5.4558
C 1.2644 2.5692 2.5634
C -0.6781 4.1897 3.1331
C 0.7071 -1.7753 -4.8684
C 2.9964 -2.4440 -1.3000
C 0.6426 0.8501 3.9977
C -2.9503 -1.1465 7.2892
C -1.3478 1.1889 -6.8151
C 1.0118 2.4246 -6.1163
C -2.0904 -2.1347 7.7829
C 1.2337 -2.8615 0.5115
C -1.3511 3.8482 -6.3452
C 2.3369 0.2542 2.1396
C 1.6458 -0.3709 -1.9935
C 0.1487 -2.9218 -0.2818
C -0.8741 -0.2370 -6.5740
C 2.7928 -0.9941 -1.6687
C -1.4289 -3.0070 6.9137
C -1.6192 -2.9032 5.5284
C 0.2102 3.0455 3.4157
C -0.0027 -2.3412 -1.6549
C -2.1413 -1.4623 -4.4592
C 0.6899 -0.4528 4.7111
C -0.1665 1.9699 4.2960
C 1.4716 1.1904 2.8866
C -3.1622 -1.0194 5.9069
C -1.3756 1.9403 5.1490
C 2.6755 -2.8834 0.1402
C 1.7168 3.2241 1.3097
C -2.4117 -1.8367 5.0266
C 0.2509 -0.8141 -1.6579
H 3.2069 -2.2432 0.8529
H -0.9464 4.7453 -5.8583
H -0.7516 -3.7710 7.3143
H 4.0687 -2.6336 -1.4909
H 0.0644 -0.4427 -7.1127
H -1.6177 2.9581 5.4790
H 3.2977 0.7329 1.9112
H -1.0363 4.5193 4.1137
H -1.9395 -2.2248 8.8640
H 0.1626 -0.4045 5.6710
H -1.0608 3.8377 -7.4077
H -3.4603 -0.4635 7.9761
H -0.7146 -3.5515 0.0013
H 2.4509 -3.1236 -1.9664
H 2.4989 -0.6680 2.7130
H 0.2119 -1.2495 4.1250
H 0.3214 -2.7710 -4.5673
H -1.5878 3.9944 2.4979
H -2.1292 -2.3671 -5.0840
H 1.4555 3.3643 -5.7673
H 3.0759 -3.9053 0.2651
H 1.8935 -0.0431 1.1763
H 0.7312 -2.8036 -2.3096
H -0.4687 -0.3082 -2.3375
H -2.4474 3.8576 -6.2661
H -1.1365 -3.5823 4.8198
H -0.0547 -0.4135 -0.6559
H -1.0058 1.5642 -7.7926
H 0.8664 3.3646 0.5996
H 2.4957 2.6266 0.8037
H 1.0470 -2.7654 1.5935
H -1.1634 1.3272 6.0300
H -1.0135 -2.5788 -2.0147
H 1.7305 -0.7489 4.8907
H 1.6932 0.6236 -2.4942
H -2.9902 -0.8246 -4.7478
H 2.1462 4.2193 1.5197
H -0.0781 4.9766 2.6582
H -3.8431 -0.2796 5.4820
H 1.5476 -1.4902 -4.2008
H -1.6395 -0.9556 -6.9030
H 1.0300 2.4052 -7.2143
H 3.7172 -0.3879 -1.7200
H -2.4483 1.2434 -6.7720
H -2.2482 -1.7290 -3.3995
H 1.0863 -1.8162 -5.9100
H 1.6040 1.5920 -5.7213
H -2.2603 1.5194 4.6309
```

Output
Energy relative to the best compared isomer or geometry (same formula, charge and spin): 2.7027 eV
Energy: -58609.8404 eV
Total charge: +1
Frontier orbital gap: 5.846 eV
Max |F|: 0.092 hartree/bohr

Taken from the Mulliken analysis, the atomic charges in e are: number 1, La, carries 1.043; number 2, Te, carries -0.160; number 3, P, carries 0.853; number 4, P, carries 0.195; number 5, C, carries 0.560; number 6, C, carries -1.325; number 7, C, carries -0.996; number 8, C, carries -0.946; number 9, C, carries 1.397; number 10, C, carries -0.431; number 11, C, carries -0.992; number 12, C, carries -1.124; number 13, C, carries -0.440; number 14, C, carries -0.648; number 15, C, carries -1.133; number 16, C, carries -1.144; number 17, C, carries -0.733; number 18, C, carries -0.600; number 19, C, carries -0.880; number 20, C, carries -0.067; number 21, C, carries -0.380; number 22, C, carries -0.428; number 23, C, carries 0.111; number 24, C, carries -0.396; number 25, C, carries -1.447; number 26, C, carries -1.316; number 27, C, carries 0.139; number 28, C, carries -0.311; number 29, C, carries -0.514; number 30, C, carries -1.045; number 31, C, carries -0.488; number 32, C, carries -1.258; number 33, C, carries -0.082; number 34, C, carries 0.742; number 35, H, carries 0.197; number 36, H, carries 0.384; number 37, H, carries 0.377; number 38, H, carries 0.493; number 39, H, carries 0.401; number 40, H, carries 0.389; number 41, H, carries 0.436; number 42, H, carries 0.376; number 43, H, carries 0.375; number 44, H, carries 0.324; number 45, H, carries 0.311; number 46, H, carries 0.383; number 47, H, carries 0.435; number 48, H, carries 0.368; number 49, H, carries 0.410; number 50, H, carries -0.073; number 51, H, carries 0.270; number 52, H, carries 0.290; number 53, H, carries 0.388; number 54, H, carries 0.395; number 55, H, carries 0.456; number 56, H, carries -0.006; number 57, H, carries 0.071; number 58, H, carries 0.366; number 59, H, carries 0.367; number 60, H, carries 0.430; number 61, H, carries -0.892; number 62, H, carries 0.546; number 63, H, carries 0.312; number 64, H, carries 0.319; number 65, H, carries 0.359; number 66, H, carries 0.338; number 67, H, carries 0.347; number 68, H, carries 0.489; number 69, H, carries 0.284; number 70, H, carries 0.410; number 71, H, carries 0.380; number 72, H, carries 0.355; number 73, H, carries 0.513; number 74, H, carries 0.081; number 75, H, carries 0.427; number 76, H, carries 0.375; number 77, H, carries 0.388; number 78, H, carries 0.437; number 79, H, carries 0.295; number 80, H, carries 0.498; number 81, H, carries 0.267; number 82, H, carries 0.105

=====

4.
This record from the OMol25 dataset describes the molecule C5H8O2S in a non-equilibrium geometry. The level of theory is wB97M-V/def2-TZVPD.

Structure (XYZ):
```
16
C5H8O2S (wB97M-V/def2-TZVPD)
S 1.5411 -0.2956 0.8170
O 0.3185 2.1478 0.5195
O 0.5154 -3.0170 -0.1536
C 0.6991 1.1387 1.4013
C -0.9720 1.7327 -0.0005
C -0.8404 0.3957 -0.5133
C 0.3709 -1.8527 -1.1060
C 0.0898 -0.5327 -0.4607
H -1.8057 1.9159 0.8646
H 1.1155 -1.6700 -1.9979
H -0.4930 -2.1054 -1.8362
H 1.4334 1.5201 2.1283
H -1.5125 2.3295 -0.8574
H 1.3603 -2.7597 0.1803
H -1.6766 0.0642 -1.1383
H -0.1438 0.9885 2.1529
```

Output
SMILES: OCC1=CCOCS1
Energy relative to the best compared isomer or geometry (same formula, charge and spin): 3.4888 eV
Energy: -20241.4395 eV
Total charge: 0
Frontier orbital gap: 9.480 eV
Max |F|: 0.085 hartree/bohr

Taken from the natural (NBO) analysis, the atomic charges in e are: number 1, S, carries 0.141; number 2, O, carries -0.510; number 3, O, carries -0.677; number 4, C, carries -0.258; number 5, C, carries -0.106; number 6, C, carries -0.294; number 7, C, carries -0.165; number 8, C, carries -0.039; number 9, H, carries 0.191; number 10, H, carries 0.211; number 11, H, carries 0.198; number 12, H, carries 0.213; number 13, H, carries 0.225; number 14, H, carries 0.464; number 15, H, carries 0.220; number 16, H, carries 0.187

=====

5.
This record from the OMol25 dataset describes a cluster of 2 separate species, C4H5N2OP in total in a non-equilibrium geometry. The level of theory is wB97M-V/def2-TZVPD.

Structure (XYZ):
```
13
C4H5N2OP (wB97M-V/def2-TZVPD)
P -1.7790 -3.9332 -0.3601
O 0.6678 -0.4537 2.7066
N 0.5028 0.6238 -0.5166
N 0.9944 2.4563 0.7816
C 0.6818 1.6118 -1.2748
C 0.6718 0.2191 1.8044
C 1.0195 2.7874 -0.4687
C 0.6353 1.0749 0.7750
H -1.2300 -2.9064 -1.0493
H -1.1253 -3.5240 0.7421
H 1.2421 3.7121 -0.9271
H -2.9222 -3.2776 0.0727
H 0.6410 1.6095 -2.2857
```

Output
SMILES: O=C=C1N=CC=N1.P
Energy relative to the best compared isomer or geometry (same formula, charge and spin): 2.1034 eV
Energy: -18542.5765 eV
Total charge: 0
Frontier orbital gap: 9.621 eV
Max |F|: 0.068 hartree/bohr

Taken from the natural (NBO) analysis, the atomic charges in e are: number 1, P, carries 0.041; number 2, O, carries -0.352; number 3, N, carries -0.379; number 4, N, carries -0.378; number 5, C, carries -0.019; number 6, C, carries 0.830; number 7, C, carries -0.020; number 8, C, carries -0.075; number 9, H, carries -0.009; number 10, H, carries -0.022; number 11, H, carries 0.203; number 12, H, carries -0.011; number 13, H, carries 0.191

=====

6.
This record from the OMol25 dataset describes a structure of composition C3H3NS in a non-equilibrium geometry. The level of theory is wB97M-V/def2-TZVPD.

Structure (XYZ):
```
8
C3H3NS (wB97M-V/def2-TZVPD)
S -0.3940 -1.5878 0.0431
N 2.4253 0.6570 0.4551
C 1.5669 0.2641 -0.1909
C 0.3376 -0.1772 -0.7965
C -1.0481 -0.0061 0.5261
H -1.8700 0.3068 0.0866
H -0.2702 0.1092 -1.6878
H -0.7476 0.4341 1.5643
```

Output
Energy relative to the best compared isomer or geometry (same formula, charge and spin): 1.7920 eV
Energy: -15481.9650 eV
Total charge: 0
Frontier orbital gap: 9.947 eV
Max |F|: 0.140 hartree/bohr

Taken from the natural (NBO) analysis, the atomic charges in e are: number 1, S, carries 0.259; number 2, N, carries -0.295; number 3, C, carries 0.234; number 4, C, carries -0.462; number 5, C, carries -0.443; number 6, H, carries 0.185; number 7, H, carries 0.280; number 8, H, carries 0.242